Here is a molecular structure, C35H55BaN4OP2S from the OMol25 dataset. Energies are from the ωB97M-V functional and the def2-TZVPD basis.

```
99
Properties=species:S:1:pos:R:3
H -2.818 -2.483 -1.113
H 4.608 1.253 1.356
C -1.278 4.538 -1.172
H 3.944 0.571 2.877
H -2.321 -5.545 4.798
C -3.231 -0.308 -3.824
C 1.016 1.573 4.997
C 4.542 1.251 -4.168
H -2.032 -2.603 -4.216
H 3.215 2.029 -0.328
H 1.458 -1.503 4.773
H -0.477 1.298 -3.656
C -1.428 -4.385 3.211
C 4.248 2.309 -5.053
H -1.422 0.516 3.822
H -0.769 -0.432 5.182
C -2.598 -4.761 4.095
H 1.997 -1.252 3.108
H 1.572 2.545 -0.082
H -1.553 5.547 -1.501
H 1.473 -0.886 -4.235
H -3.806 0.629 -3.895
H 0.823 2.575 4.583
H -1.574 -3.377 1.250
C -1.121 4.272 0.198
C 0.484 -1.288 -4.502
S -3.133 -0.975 1.706
P 0.999 1.347 2.296
H -1.050 -5.230 2.626
H -3.417 -5.125 3.474
C 2.571 2.602 0.361
H -1.335 2.049 2.479
H 3.735 0.029 -2.567
H -3.816 -1.129 -4.263
H -4.526 0.403 -1.263
H 0.562 -3.451 -1.751
H -3.614 -1.506 4.155
H -1.251 5.004 0.984
C 1.018 -2.637 1.077
H 3.856 3.625 2.522
H -1.539 -3.610 -2.830
H 1.607 -1.994 -1.904
H 5.023 2.655 -5.745
H 2.760 3.741 -5.739
H 3.348 -0.005 1.273
H 5.529 0.762 -4.155
C 2.916 3.138 2.812
H 0.997 2.919 -4.135
C 0.807 0.458 3.959
C 1.316 0.786 -2.259
H -1.134 3.721 -3.220
N -0.731 1.969 -0.368
P -1.061 -0.608 -2.333
H 2.864 3.665 0.381
C -0.157 -1.982 -3.289
C 2.970 2.913 -5.048
Ba -0.473 -0.559 0.595
C -3.448 0.555 -1.440
N -3.151 -2.382 3.903
N 1.693 0.120 -1.300
C -2.689 -2.351 2.626
C -2.915 -0.592 -2.342
C -0.749 2.234 -1.685
C 2.636 2.020 1.807
C 1.832 -0.727 4.073
H 0.586 -2.008 -5.329
H -0.585 -3.953 3.789
C 3.691 0.878 1.846
C -1.172 -3.061 -3.711
C -3.503 -1.952 -1.800
O 1.587 -3.627 1.148
N -1.902 -3.389 2.224
H -2.369 -3.258 5.631
H -0.687 -3.779 -4.398
H -0.120 -0.447 -4.866
C 1.986 2.454 -4.168
C -0.606 -0.159 4.120
C 3.555 0.817 -3.295
H -4.063 -3.631 5.246
C 0.961 -2.701 -2.460
C -0.293 1.102 -2.592
H -2.339 -0.145 -4.459
H -3.294 1.537 -1.906
C -1.064 3.542 -2.149
H 0.289 1.462 5.815
H -2.990 0.573 -0.440
H 2.037 1.550 5.398
C -0.450 2.540 2.018
H 2.809 -0.381 4.451
C -0.767 2.943 0.570
H 1.613 -3.250 -3.173
H 2.109 3.886 2.783
H -4.415 -1.779 -1.194
C 2.277 1.399 -3.297
H -0.722 -1.091 3.538
H -0.159 3.389 2.653
H 3.010 2.764 3.840
H -3.757 -2.631 -2.632
C -3.058 -3.524 4.820
```

total charge	+1
lowest unoccupied orbital energy	-3.0	eV
orbital gap	5.697	eV
electronic energy	-2767.0424	Eh